Here is a molecular structure, C5H11KO4 in a non-equilibrium geometry from OMol25. Energies are from ωB97M-V with the def2-TZVPD basis set.

**LUMO**: -0.27 eV
**Relative energy (zero: lowest compared OMol25 entry of this formula, charge and spin)**: 101.5 kJ/mol

The geometry in ORCA input format:
```
! wB97M-V def2-TZVPD RIJCOSX def2/J DEFGRID3
* xyz 0 1
K 3.014 -0.443 1.207
O 1.704 1.300 -0.107
O 0.003 2.211 0.962
O -0.194 1.725 -1.191
O 0.704 -0.906 1.590
C -1.376 2.152 1.330
C 0.264 1.091 -2.385
C 0.479 1.478 -0.054
C 0.234 -2.964 0.058
C -0.136 -1.760 0.915
H -1.772 1.138 1.197
H -0.549 1.189 -3.109
H -1.399 2.416 2.393
H 0.312 -2.681 -1.002
H -1.960 2.859 0.729
H 1.194 1.537 -2.763
H 0.472 0.031 -2.175
H -0.583 -1.043 0.184
H -0.890 -2.111 1.656
H 1.068 -3.523 0.509
H -0.589 -3.698 0.056
*
```

So, what does the Löwdin scheme give us? The charges, in e, come out as: K 0.916; O -0.044; O -0.008; O -0.011; O -0.503; C -0.031; C -0.034; C -0.563; C -0.120; C -0.529; H 0.099; H 0.098; H 0.098; H 0.054; H 0.093; H 0.097; H 0.095; H 0.075; H 0.092; H 0.064; H 0.063

Here is a molecular structure, C5H11LaO4 in a non-equilibrium geometry from OMol25. Energies are from ωB97M-V with the def2-TZVPD basis set.

**LUMO**: -9.55 eV

The geometry in ORCA input format:
```
! wB97M-V def2-TZVPD RIJCOSX def2/J DEFGRID3
* xyz 2 1
La 0.534 0.675 -1.805
O 2.283 0.081 -1.133
O 0.506 2.008 -0.034
O -1.880 0.626 -0.762
O 0.206 -1.128 -0.304
C 1.422 -1.479 0.328
C 2.352 -0.280 0.152
C -1.093 -1.564 0.050
C -1.296 1.909 -0.566
C -1.885 -0.299 0.314
H -1.077 -2.161 0.974
H -2.919 -0.558 0.576
H -1.494 2.171 0.481
H 1.292 -1.687 1.402
H -1.522 -2.226 -0.715
H 3.367 -0.530 0.509
H 1.794 -2.352 -0.234
H 1.769 0.972 0.865
H 0.772 2.934 -0.059
H -1.803 2.681 -1.160
H -1.329 0.208 1.122
*
```

So, what does the Löwdin scheme give us? The charges, in e, come out as: La 2.243; O -0.465; O -0.300; O -0.168; O -0.332; C -0.148; C -0.276; C -0.116; C -0.075; C -0.118; H 0.166; H 0.173; H 0.141; H 0.158; H 0.157; H 0.143; H 0.159; H 0.230; H 0.109; H 0.167; H 0.152

Here is a single C5H11N molecule in a non-equilibrium geometry from OMol25. Energies are from ωB97M-V with the def2-TZVPD basis set.

**Structure (SMILES)**: CC/C=C(\C)N
**LUMO**: 1.11 eV
**Relative energy (zero: lowest compared OMol25 entry of this formula, charge and spin)**: 154.9 kJ/mol

The geometry in ORCA input format:
```
! wB97M-V def2-TZVPD RIJCOSX def2/J DEFGRID3
* xyz 0 1
N -2.543 -0.057 -0.309
C -1.007 0.257 -0.038
C -0.623 1.673 -0.286
C 1.204 -0.507 0.742
C 2.054 -0.859 -0.460
C -0.435 -0.789 0.475
H 0.298 1.725 -0.873
H -0.730 -1.823 0.554
H -3.166 0.522 0.253
H 1.431 -1.159 1.590
H 1.839 -1.868 -0.822
H 1.394 0.511 1.091
H -0.484 2.208 0.658
H -2.823 -1.033 -0.235
H -1.412 2.178 -0.850
H 3.120 -0.820 -0.205
H 1.885 -0.160 -1.285
*
```

So, what does the natural (NBO) scheme give us? The charges, in e, come out as: N -0.887; C 0.190; C -0.675; C -0.418; C -0.610; C -0.237; H 0.231; H 0.214; H 0.355; H 0.198; H 0.205; H 0.198; H 0.229; H 0.363; H 0.239; H 0.205; H 0.200

Here is a single C5H11N molecule in a non-equilibrium geometry from OMol25. Energies are from ωB97M-V with the def2-TZVPD basis set.

**Structure (SMILES)**: C/C=C/CNC
**LUMO**: 1.23 eV
**Relative energy (zero: lowest compared OMol25 entry of this formula, charge and spin)**: 215.8 kJ/mol

The geometry in ORCA input format:
```
! wB97M-V def2-TZVPD RIJCOSX def2/J DEFGRID3
* xyz 0 1
N -1.665 0.507 -0.007
C -3.169 0.070 -0.198
C -0.615 -0.465 0.305
C 0.781 0.131 0.410
C 1.827 -0.407 -0.264
C 3.155 0.149 -0.133
H -0.677 -1.394 -0.353
H 0.701 1.041 1.043
H 1.579 -1.236 -0.921
H -3.686 1.048 0.030
H -3.199 -0.343 -1.218
H 3.846 -0.500 0.300
H 3.481 0.248 -1.181
H -0.773 -0.837 1.336
H -3.310 -0.748 0.648
H 3.029 1.193 0.316
H -1.206 1.110 -0.666
*
```

So, what does the natural (NBO) scheme give us? The charges, in e, come out as: N -0.670; C -0.424; C -0.247; C -0.208; C -0.181; C -0.639; H 0.153; H 0.207; H 0.201; H 0.221; H 0.194; H 0.219; H 0.212; H 0.181; H 0.206; H 0.217; H 0.357

Here is 3 unconnected molecules or ions with the total composition C5H11N from OMol25. Energies are from ωB97M-V with the def2-TZVPD basis set.

**Structure (SMILES)**: C1=NC1.[H][H].C=CC
**LUMO**: 1.23 eV
**Relative energy (zero: lowest compared OMol25 entry of this formula, charge and spin)**: 391.6 kJ/mol

The geometry in ORCA input format:
```
! wB97M-V def2-TZVPD RIJCOSX def2/J DEFGRID3
* xyz 0 1
N 1.562 0.289 -0.861
C -1.499 0.208 1.078
C 2.244 0.173 0.492
C -1.130 0.934 0.025
C 1.956 -0.842 -0.494
C -1.554 0.650 -1.388
H -0.467 1.786 0.172
H 1.954 -1.868 -0.839
H 0.447 -2.134 1.058
H -0.062 -1.590 1.036
H -2.156 -0.654 0.963
H 3.240 0.606 0.566
H -2.446 1.229 -1.661
H -0.754 0.911 -2.086
H -1.789 -0.412 -1.520
H -1.156 0.429 2.086
H 1.609 0.284 1.372
*
```

So, what does the natural (NBO) scheme give us? The charges, in e, come out as: N -0.318; C -0.443; C -0.324; C -0.147; C 0.062; C -0.658; H 0.202; H 0.213; H -0.020; H 0.016; H 0.192; H 0.182; H 0.218; H 0.232; H 0.209; H 0.201; H 0.184

Here is 2 unconnected molecules or ions with the total composition C5H11N in a non-equilibrium geometry from OMol25. Energies are from ωB97M-V with the def2-TZVPD basis set.

**LUMO**: 0.69 eV
**Relative energy (zero: lowest compared OMol25 entry of this formula, charge and spin)**: 596.8 kJ/mol

The geometry in ORCA input format:
```
! wB97M-V def2-TZVPD RIJCOSX def2/J DEFGRID3
* xyz 0 1
N 0.372 0.233 2.148
C 0.582 0.161 -0.462
C -0.731 -0.117 1.104
C -1.929 -0.423 1.178
C -0.152 1.182 -1.320
C 0.616 -1.223 -1.096
H 0.061 1.004 2.743
H 1.234 -1.919 -0.520
H -0.392 -1.646 -1.144
H 0.600 -0.598 2.699
H 1.013 -1.202 -2.119
H 0.237 1.218 -2.346
H -1.216 0.936 -1.379
H -0.068 2.193 -0.909
H -2.823 -0.697 0.659
H 1.632 0.507 -0.380
H 0.965 0.392 1.144
*
```

So, what does the natural (NBO) scheme give us? The charges, in e, come out as: N -0.847; C -0.443; C 0.038; C -0.443; C -0.615; C -0.616; H 0.417; H 0.198; H 0.212; H 0.414; H 0.193; H 0.192; H 0.212; H 0.201; H 0.225; H 0.199; H 0.464

Here is a single C5H11N molecule in a non-equilibrium geometry from OMol25. Energies are from ωB97M-V with the def2-TZVPD basis set.

**Structure (SMILES)**: CN1CCCC1
**LUMO**: 1.22 eV
**Relative energy (zero: lowest compared OMol25 entry of this formula, charge and spin)**: 55.3 kJ/mol

The geometry in ORCA input format:
```
! wB97M-V def2-TZVPD RIJCOSX def2/J DEFGRID3
* xyz 0 1
N -0.376 -0.310 0.604
C 0.156 -0.987 -0.605
C -0.291 1.114 0.316
C 1.090 1.207 -0.295
C 1.285 -0.061 -1.089
C -1.605 -0.913 1.058
H -2.384 -0.897 0.283
H -0.650 -1.055 -1.358
H 1.841 1.366 0.485
H 2.246 -0.535 -0.913
H 0.363 -2.014 -0.317
H -1.146 1.432 -0.309
H 1.098 0.169 -2.138
H 1.214 2.156 -0.834
H -0.405 1.711 1.225
H -1.985 -0.345 1.908
H -1.442 -1.950 1.344
*
```

So, what does the natural (NBO) scheme give us? The charges, in e, come out as: N -0.431; C -0.217; C -0.220; C -0.409; C -0.423; C -0.405; H 0.157; H 0.151; H 0.210; H 0.217; H 0.198; H 0.154; H 0.209; H 0.209; H 0.199; H 0.200; H 0.200

Here is a single C5H11N molecule from OMol25. Energies are from ωB97M-V with the def2-TZVPD basis set.

**LUMO**: 1.10 eV
**Relative energy (zero: lowest compared OMol25 entry of this formula, charge and spin)**: 402.3 kJ/mol

The geometry in ORCA input format:
```
! wB97M-V def2-TZVPD RIJCOSX def2/J DEFGRID3
* xyz 0 1
N -1.211 -0.539 0.548
C 2.485 0.354 -0.027
C 1.189 -0.461 -0.102
C -0.002 0.300 0.485
C -2.506 0.084 0.232
C -2.108 -0.618 -1.026
H 2.390 1.303 -0.575
H 1.307 -1.408 0.447
H -1.260 -1.428 -0.145
H -3.338 -0.314 0.824
H 0.230 0.613 1.515
H -1.522 0.092 -1.646
H 2.742 0.592 1.015
H -2.446 1.176 0.287
H 0.966 -0.723 -1.147
H -0.192 1.214 -0.106
H 3.326 -0.202 -0.462
*
```

So, what does the natural (NBO) scheme give us? The charges, in e, come out as: N -0.479; C -0.605; C -0.411; C -0.218; C -0.294; C -0.347; H 0.204; H 0.206; H 0.408; H 0.196; H 0.199; H 0.138; H 0.205; H 0.194; H 0.207; H 0.181; H 0.217

Number 1: gap between HOMO and LUMO 6.32 eV. Number 2: gap between HOMO and LUMO 7.69 eV. Number 3: gap between HOMO and LUMO 9.43 eV. Number 4: gap between HOMO and LUMO 9.52 eV. Number 5: gap between HOMO and LUMO 10.69 eV. Number 6: gap between HOMO and LUMO 7.59 eV. Number 7: gap between HOMO and LUMO 9.46 eV. Number 8: gap between HOMO and LUMO 9.56 eV.